Density functional theory data (ωB97M-V/def2-TZVPD) for C32H88As4F24N6O6 as an isolated structure at a distorted geometry.

```
! RIJCOSX wB97M-V def2-TZVPD def2/J DEFGRID3
* xyz 3 2
As 0.4678 -3.5804 -4.4908
As -3.9107 -0.3185 -1.7063
As 1.7405 -5.1043 0.1407
As 1.4247 3.2966 -2.7587
F 0.7489 2.7782 -4.3671
F 0.0424 -2.0400 -5.3397
F 1.4216 -6.7105 -0.7326
F -0.4934 -4.4091 -5.7061
F 0.5891 -5.7287 1.4231
F -0.2030 3.8274 -2.2311
F 3.0726 2.8990 -3.3258
F -5.3761 -1.3910 -1.3072
F 1.1382 1.6206 -2.2725
F 1.4314 -2.7855 -3.1904
F 1.9283 3.5697 -1.0840
F -4.8148 0.3481 -3.1186
F 1.7947 4.9562 -3.2971
F 1.9425 -3.6549 1.1904
F -3.0218 -1.1038 -0.3249
F 0.8844 -5.1306 -3.6788
F 1.9584 -3.7158 -5.5591
F 2.9407 -4.5078 -1.0823
F -4.4953 0.9503 -0.5939
F -3.4294 -1.7290 -2.7734
F 0.4856 -4.2897 -0.7669
F -2.4246 0.6148 -2.1855
F -0.8768 -3.3182 -3.3934
F 3.1591 -5.9016 0.9307
O 6.2817 -2.6640 -7.4673
O -4.8118 4.3454 -4.0120
O 4.4713 3.3069 3.7168
O 2.0301 -1.1357 4.2697
O -5.0028 -2.3767 1.9455
O -0.7180 0.6613 1.0740
N -2.7342 5.4321 -1.9172
N 0.0798 -0.8990 -1.4479
N -0.1183 -1.0261 6.1497
N -6.4237 0.2768 2.5823
N 5.5728 -2.1287 -4.4578
N 4.5083 4.7879 6.0124
C -4.8374 0.3498 2.7189
C 6.6101 -2.8362 -8.8272
C -5.1382 4.5378 -2.6370
C 6.6022 -1.9194 -3.3420
C 4.6551 2.7167 7.4095
C -6.9092 1.6203 1.9371
C -6.4178 -2.3692 1.9971
C -8.5633 -0.2027 3.9061
C -5.8172 4.8162 -4.8761
C 6.8402 -1.6167 -6.7674
C 4.0873 -0.1766 -3.4795
C 0.5561 0.5194 0.6357
C -4.5156 -3.5822 2.4733
C -1.2388 1.9946 1.1070
C 5.9140 -1.1395 -5.6595
C -4.3653 1.7005 3.4099
C -6.8518 -0.8968 1.6470
C 4.3363 2.4960 4.9177
C 4.8228 -4.6280 -3.9488
C -0.3635 -1.6369 4.8148
C -3.8446 4.3569 -1.7683
C -7.0698 0.1065 3.9888
C 5.0106 3.3150 6.0100
C -0.9870 -0.5627 3.9004
C 5.4840 -3.6067 -4.9194
C 3.2493 -1.6415 3.7109
C 3.6117 2.8641 2.6168
C 0.9771 -2.1177 4.1571
C 2.2622 -1.1309 -0.3687
C 0.7907 -0.8306 -0.1108
C -4.2437 4.2814 -0.2575
C 4.1965 -1.6317 -3.9304
H -1.9828 -0.2548 4.2193
H 3.0287 0.0436 -3.3418
H 3.8846 -2.0283 4.5077
H -3.3744 3.4046 -2.0138
H -5.9108 5.9011 -4.8281
H -6.8220 0.9737 4.6008
H -5.0222 3.5460 -0.0546
H 7.6043 -2.1718 -3.6887
H 2.4202 -2.0806 -0.8799
H 0.5149 -0.2495 6.0232
H 1.2585 -2.9489 4.8037
H 7.6823 -3.0324 -8.8250
H 6.4427 -1.9845 -9.4865
H 6.9699 -0.7797 -7.4536
H 2.8489 -0.3831 -0.9023
H -6.8300 4.4249 -4.7803
H 3.5120 4.8137 6.1762
H -4.5340 -4.4103 1.7647
H -4.7979 1.7488 4.4093
H 3.8762 -0.8832 3.2416
H -9.0155 0.4424 3.1528
H -2.1858 2.1560 1.6219
H 4.5018 -0.0876 -2.4753
H -7.0089 2.4532 2.6331
H 5.0151 -0.8062 -6.1780
H -6.4604 -0.6694 0.6554
H -3.4820 4.1645 0.5134
H -7.8887 1.4299 1.4985
H -8.8134 -1.2157 3.5910
H -5.5882 5.5080 -2.4267
H -6.7802 -2.5418 3.0105
H -6.8302 -3.1868 1.4058
H 4.0346 -2.2402 -3.0406
H -0.4951 0.4100 3.9028
H 6.3997 -0.2876 -5.1836
H -6.6367 -0.7471 4.5104
H 0.3993 -1.7315 6.6542
H 6.1641 -2.5518 -2.5699
H -1.8499 5.0872 -1.5719
H 5.0972 3.1609 8.3013
H 2.6665 2.4788 2.9993
H 6.0785 3.4968 5.8890
H -3.0025 6.2301 -1.3592
H 4.5571 0.5371 -4.1562
H 3.3002 2.4837 5.2558
H -4.9291 -3.8681 3.4404
H 3.6060 2.6341 7.6936
H -0.9041 -0.6802 -1.3833
H -5.4024 4.6066 -5.8620
H -5.9190 3.8070 -2.4261
H -3.3027 1.6904 3.6527
H -1.1942 -0.9939 2.9210
H -9.0220 -0.0583 4.8843
H 0.3942 -1.6395 0.5029
H 6.5239 -3.8043 -5.1793
H 5.0840 -5.6801 -4.0633
H 0.4664 -0.2310 -2.0994
H 0.1200 -1.7929 -1.9164
H 4.1715 2.1308 2.0361
H 6.1732 -3.7879 -9.1295
H -3.4505 -3.4619 2.6713
H 3.1658 -2.4745 3.0129
H 0.8042 -2.3903 3.1160
H 7.7951 -2.0027 -6.4107
H -2.6146 5.7662 -2.8628
H 6.6439 -0.8612 -3.0838
H 4.8793 -3.4759 -5.8168
H 0.9045 1.4196 0.1295
H 4.6979 1.4686 4.9591
H -0.8579 -0.6574 6.7305
H -4.6066 5.2345 0.1272
H 3.4501 -1.9107 -4.6741
H 5.0208 1.6899 7.4038
H -4.5475 0.2185 1.6764
H -7.9339 -0.9531 1.5291
H 4.8555 5.2909 6.8164
H -6.3119 1.7823 1.0398
H 3.7383 -4.5402 -4.0131
H 2.8370 -1.2146 0.5536
H -4.5023 2.6512 2.8948
H 3.4803 3.6517 1.8748
H -4.4330 -0.4876 3.2877
H -1.3001 2.4578 0.1222
H 4.6842 5.3133 5.1679
H -0.5109 2.6402 1.5983
H 4.9874 -4.4631 -2.8840
H -1.0334 -2.4633 5.0521
H 1.2440 0.6455 1.4718
*
```

## Properties
- M (g/mol) = 1408.73
- energy (Eh) = -13391.04508
- E_HOMO (alpha / beta) (hartree) = -0.511 / -0.511
- E_LUMO (alpha / beta) (eV) = -7.740 / -12.805
- frontier orbital gap (alpha / beta) (eV) = 6.17 / 1.11